1.
# C15H31BrCl4Li2MgO13S2

A structure of composition C15H31BrCl4Li2MgO13S2 at a distorted geometry (the ωB97M-V functional and the def2-TZVPD basis, the OMol25 dataset).

Summary:
E_HOMO = -0.2109 hartree
orbital gap = 2.49 eV
F_max = 3.61 eV/Å

```
! RIJCOSX wB97M-V def2-TZVPD def2/J DEFGRID3
* xyz 0 1
C -0.183 -5.907 -1.582
C -0.813 -4.818 -0.922
C 0.049 -3.621 -0.423
O -0.259 -3.115 0.688
O 1.124 -3.088 -1.130
C 0.626 -2.127 -2.121
C 1.386 -0.735 -2.094
C 2.914 -0.833 -1.669
C 3.756 -1.894 -2.469
C 4.425 -3.016 -1.577
C 5.106 -2.439 -0.240
O 4.280 -2.902 0.866
S 4.303 -1.854 2.170
O 3.061 -2.224 2.948
O 4.001 -0.260 1.651
O 4.839 0.543 2.393
H 0.837 -5.702 -2.020
H -0.682 -6.935 -1.628
H -1.932 -4.858 -0.739
H -0.463 -1.913 -1.846
H 0.691 -2.574 -3.167
H 0.784 -0.035 -1.420
H 1.292 -0.289 -3.156
H 3.384 0.197 -1.905
H 2.946 -0.944 -0.544
H 4.611 -1.367 -3.098
H 3.088 -2.433 -3.224
H 5.180 -3.659 -2.139
H 3.594 -3.735 -1.266
H 6.165 -2.834 -0.227
H 5.165 -1.316 -0.342
H 5.480 0.984 1.792
Li -0.225 -7.861 -0.265
Br 0.943 1.305 -4.392
Cl 6.175 -1.327 -3.804
Mg -0.817 -1.545 2.134
C -2.448 2.428 -0.684
C -1.838 1.098 -1.174
O -0.662 1.369 -1.763
H -2.630 3.122 -1.511
H -3.411 2.239 -0.197
H -1.804 2.924 0.046
H -2.637 0.624 -1.795
H -1.832 0.438 -0.280
C 3.116 2.559 -0.858
O 4.138 2.151 -1.599
H 3.353 3.009 0.128
H 2.451 3.328 -1.295
H 2.373 1.786 -0.563
C 0.846 1.878 4.817
Cl 2.113 1.583 3.621
Cl 0.230 3.531 4.679
Cl -0.470 0.707 4.630
H 1.275 1.754 5.808
O -3.246 2.896 5.397
H -2.368 2.651 5.079
H -3.198 2.753 6.348
Li -1.598 1.036 -4.200
C -7.579 3.628 1.877
C -6.908 4.695 1.029
O -5.918 3.997 0.273
S -6.448 2.497 -0.037
O -7.013 2.483 -1.351
O -5.450 1.568 0.388
O -7.662 2.476 1.036
H -6.968 3.372 2.747
H -8.572 3.928 2.209
H -6.450 5.478 1.632
H -7.616 5.144 0.327
*
```

natural (NBO) atomic charge list, values in e, 6 entries: atom 1 (C): -0.5627, atom 2 (C): -0.2404, atom 3 (C): 0.7658, atom 4 (O): -0.6917, atom 5 (O): -0.5458, atom 6 (C): -0.0895



2.
# C15H31ClN3O2PS

A cluster of 3 separate species, C15H31ClN3O2PS in total at a distorted geometry (the ωB97M-V functional and the def2-TZVPD basis, the OMol25 dataset).

Summary:
E_HOMO = -0.3187 hartree
orbital gap = 8.45 eV
F_max = 6.89 eV/Å
SMILES string = C#CCP(N=C=S)[C@@H](Cl)CC.COC[C@@H](C)N.COC[C@@H](C)N

```
! RIJCOSX wB97M-V def2-TZVPD def2/J DEFGRID3
* xyz 0 1
C -0.718 2.325 -1.386
C -0.239 1.832 -0.260
C 0.235 1.128 1.130
P 0.070 -0.758 0.810
N 1.704 -1.316 0.379
C 1.887 -1.207 -0.918
S 1.996 -1.508 -2.573
C -0.340 -1.665 2.465
Cl -2.137 -2.120 2.385
C 0.645 -2.962 2.498
C 0.256 -4.058 3.623
H -1.336 2.415 -2.357
H 1.354 1.373 1.309
H -0.443 1.437 2.017
H -0.181 -0.968 3.375
H 1.741 -2.633 2.691
H 0.560 -3.448 1.454
H 0.424 -5.102 3.135
H -0.809 -3.944 4.037
H 1.023 -3.936 4.494
C 1.824 -1.306 -8.417
C 1.829 -2.347 -7.300
C 0.426 -2.888 -6.954
O -0.377 -1.995 -6.185
C -1.021 -0.984 -6.944
N 2.492 -1.777 -6.120
H 1.486 -0.325 -8.077
H 2.836 -1.171 -8.812
H 1.183 -1.621 -9.246
H 2.427 -3.195 -7.653
H 0.554 -3.778 -6.328
H -0.112 -3.217 -7.852
H -1.321 -1.339 -7.934
H -0.374 -0.109 -7.030
H -1.918 -0.675 -6.401
H 2.585 -2.507 -5.415
H 1.840 -1.115 -5.696
C -2.140 4.039 6.605
C -1.007 4.382 5.642
C -0.993 3.509 4.369
O -0.492 2.188 4.566
C -1.435 1.278 5.104
N 0.271 4.305 6.362
H -1.944 3.133 7.181
H -2.279 4.848 7.329
H -3.085 3.907 6.070
H -1.158 5.420 5.323
H -0.312 3.976 3.649
H -1.978 3.482 3.888
H -2.450 1.473 4.746
H -1.403 1.303 6.195
H -1.146 0.271 4.792
H 1.013 4.634 5.746
H 0.486 3.315 6.490
*
```

natural (NBO) atomic charge list, values in e, 6 entries: atom 1 (C): -0.2781, atom 2 (C): -0.0400, atom 3 (C): -0.7752, atom 4 (P): 0.9737, atom 5 (N): -0.7807, atom 6 (C): 0.2879